C54H44N11O2S2SnTe | ωB97M-V/def2-TZVPD

Computed properties:
- charge = -1
- energy (Ha) = -4115.721489
- LUMO level (eV) = 2.06
- M (g mol⁻¹) = 1189.5
- relative energy (zero: lowest compared OMol25 entry of this formula, charge and spin) (kcal per mole) = 9.0
- gap between HOMO and LUMO (eV) = 5.417

Each line ends with the Mulliken charge.
Atoms and positions in Å:
1 Sn -1.0564 -0.6036 -0.3620  1.15
2 C -1.7894 4.6540 -0.5747  -0.50
3 C -2.1673 3.3048 -0.4840  -0.93
4 N -1.5883 2.4468 0.3212  -0.08
5 C -0.6300 2.8757 1.1756  0.27
6 C -0.1810 4.2279 1.1604  1.67
7 C -0.7696 5.0996 0.2187  -0.97
8 C 0.7611 4.6857 2.1103  -1.11
9 C 1.1257 3.8443 3.1301  -1.01
10 C 0.6618 2.5261 3.2093  -1.14
11 C -0.1637 1.9533 2.2191  0.47
12 N -0.6840 0.7169 2.2266  0.47
13 C -0.5937 -0.1707 3.2388  -0.42
14 C 0.4855 -0.4168 4.0952  0.07
15 C 0.3861 -1.3202 5.1638  -1.57
16 C -0.7801 -1.9795 5.4576  -0.96
17 C -1.8967 -1.8141 4.6061  1.57
18 C -3.1421 -2.4437 4.8286  -0.46
19 C -4.1558 -2.2901 3.9267  -0.95
20 C -3.9104 -1.5396 2.7622  -0.32
21 N -2.7816 -0.9110 2.5355  -0.20
22 C -1.7852 -0.9921 3.4510  -0.05
23 H -2.3054 5.3181 -1.2580  0.49
24 H -2.9830 2.9193 -1.0920  0.33
25 H -0.4358 6.1310 0.1709  0.40
26 H 1.1244 5.7062 2.0559  0.36
27 H 1.7895 4.2052 3.9097  0.34
28 H 0.9285 1.9381 4.0733  0.58
29 H 1.4304 0.0792 3.9175  0.63
30 H 1.2561 -1.4819 5.7925  0.33
31 H -0.8552 -2.6213 6.3293  0.38
32 H -3.2781 -3.0448 5.7231  0.49
33 H -5.1231 -2.7537 4.0771  0.43
34 H -4.6699 -1.4572 1.9922  0.39
35 O -0.7172 -6.8990 4.3993  -0.52
36 C -1.9037 -6.1650 4.1233  -0.79
37 C -1.6293 -5.1358 3.0665  0.22
38 C -2.6161 -4.7492 2.1748  -0.79
39 C -2.3306 -3.7378 1.2714  -1.15
40 N -1.1484 -3.1381 1.2039  1.10
41 C -0.1735 -3.5463 2.0221  0.50
42 C -0.3858 -4.5278 2.9830  -0.56
43 C 1.1551 -2.8892 1.8653  -0.16
44 C 2.3105 -3.4515 2.4000  -0.89
45 C 3.5236 -2.7976 2.2391  0.12
46 C 4.8083 -3.4488 2.6727  -0.84
47 O 5.2411 -4.4281 1.7276  -0.52
48 C 3.5281 -1.5828 1.5709  -1.00
49 C 2.3354 -1.1067 1.0405  -0.84
50 N 1.1877 -1.7572 1.1575  1.47
51 H -0.9102 -7.5535 5.0743  0.31
52 H -2.2536 -5.6499 5.0267  0.23
53 H -2.7062 -6.8285 3.7860  0.36
54 H -3.5991 -5.2046 2.1966  0.47
55 H -3.0805 -3.3908 0.5643  0.31
56 H 0.3917 -4.8173 3.6745  0.46
57 H 2.2801 -4.4020 2.9188  0.52
58 H 4.6709 -3.9887 3.6093  0.35
59 H 5.5853 -2.6928 2.8195  0.33
60 H 5.2097 -4.0294 0.8524  0.35
61 H 4.4473 -1.0214 1.4397  0.44
62 H 2.2948 -0.1912 0.4660  0.54
63 S 0.7163 -3.0503 -4.2957  -0.30
64 C 0.8611 -4.1199 -2.9694  -0.46
65 C 0.3660 -3.5857 -1.8197  -0.48
66 C -0.1630 -2.2566 -1.9410  -0.13
67 C -0.0273 -1.8443 -3.2428  0.15
68 C -0.3523 -0.5317 -3.7846  0.27
69 C -0.4235 -0.2684 -5.1599  -0.82
70 C -0.6696 1.0157 -5.5995  -1.10
71 C -0.8067 2.0357 -4.6645  -0.54
72 C -0.7558 1.6894 -3.3258  -0.93
73 N -0.5644 0.4470 -2.8880  1.00
74 H 1.3089 -5.0931 -3.1165  0.45
75 H 0.3796 -4.1450 -0.8962  0.36
76 H -0.3087 -1.0804 -5.8662  0.51
77 H -0.7619 1.2236 -6.6589  0.42
78 H -0.9689 3.0643 -4.9617  0.47
79 H -0.8837 2.4415 -2.5541  0.67
80 Te -3.6571 -0.3554 -1.7601  -0.17
81 C -4.9479 -1.9487 -1.2901  0.04
82 C -4.7839 -3.2785 -1.5654  -0.42
83 C -5.8673 -4.0968 -1.1294  -0.60
84 C -6.8558 -3.3784 -0.5309  -0.45
85 S -6.4639 -1.7036 -0.4987  -0.20
86 H -3.9086 -3.6591 -2.0782  0.49
87 H -5.9083 -5.1699 -1.2670  0.36
88 H -7.7937 -3.7202 -0.1184  0.40
89 C 2.7936 0.8084 -3.4448  -1.22
90 C 2.7945 1.8005 -2.3309  0.68
91 N 2.2388 1.6343 -1.1609  0.05
92 C 2.5346 2.7582 -0.4168  -0.12
93 C 3.2850 3.6180 -1.1553  -1.15
94 N 3.4616 2.9995 -2.3836  0.23
95 C 4.1132 3.5859 -3.5297  -0.89
96 N 3.6648 4.9387 -3.7567  0.72
97 N 4.5529 5.9541 -3.8513  -0.86
98 N 3.9208 7.0562 -3.9900  -0.53
99 C 2.5668 6.7912 -3.9761  0.20
100 C 1.4653 7.6440 -4.0902  -0.75
101 C 0.2183 7.0673 -4.0173  -0.91
102 C 0.0559 5.6787 -3.8394  -0.32
103 C 1.1284 4.8237 -3.7315  0.59
104 C 2.3904 5.4157 -3.8133  0.81
105 H 2.1676 -0.0333 -3.1558  -0.18
106 H 3.8046 0.4466 -3.6474  0.49
107 H 2.3878 1.2343 -4.3681  0.39
108 H 2.1816 2.8638 0.6002  0.51
109 H 3.6998 4.5897 -0.9402  0.47
110 H 3.8906 2.9694 -4.3985  0.43
111 H 5.1918 3.6375 -3.3952  0.31
112 H 1.6101 8.7076 -4.2277  0.42
113 H -0.6651 7.6879 -4.1005  0.38
114 H -0.9438 5.2700 -3.7677  0.38
115 H 0.9914 3.7596 -3.5818  -0.27